Entry 1:
{
  "formula": "C5H14NS2",
  "method": "wB97M-V/def2-TZVPD",
  "e_above_lowest_kcal_mol": 102.19,
  "homo_ev": -12.7,
  "gap_ev": 4.17,
  "lumo_ha": -0.3129,
  "charge": 1,
  "elements": ["N", "C", "C", "S", "S", "C", "C", "C", "H", "H", "H", "H", "H", "H", "H", "H", "H", "H", "H", "H", "H", "H"],
  "xyz": [[-2.9542, -2.8598, -0.8637], [0.9793, -2.7891, -1.8543], [1.8178, -1.9694, -2.4937], [-0.8476, 0.3064, -0.6453], [0.5488, -0.0960, 0.6632], [1.2581, 1.3685, 1.4081], [0.2562, 2.3299, 2.0929], [-0.2494, 3.4039, 1.0497], [-3.9548, -2.7889, -0.8989], [-2.4438, -2.0107, -0.8098], [-2.6626, -3.4969, -0.1365], [-0.0115, -2.4874, -1.5241], [1.1856, -3.8118, -1.5550], [2.7690, -2.3648, -2.8096], [1.4452, -0.9539, -2.4719], [1.8750, 0.8464, 2.1526], [1.8960, 1.9084, 0.7085], [-0.5931, 1.7384, 2.4293], [0.6877, 2.8288, 2.9534], [-1.0672, 3.9071, 1.5566], [-0.5000, 2.8814, 0.1403], [0.5653, 4.1095, 0.9082]],
  "mulliken_charge": [-0.57, -0.25, -0.34, 0.10, 0.39, -0.57, -0.51, -0.99, 0.21, 0.14, 0.23, 0.04, 0.23, 0.26, 0.16, 0.40, 0.41, 0.34, 0.34, 0.33, 0.31, 0.33]
}



Entry 2:
{
  "formula": "C7H10BN",
  "method": "wB97M-V/def2-TZVPD",
  "e_above_lowest_kcal_mol": 29.24,
  "homo_ev": -9.6,
  "gap_ev": 10.39,
  "lumo_ha": 0.0305,
  "smiles": "BN(C)c1ccccc1",
  "charge": 0,
  "elements": ["B", "N", "C", "C", "C", "C", "C", "C", "C", "H", "H", "H", "H", "H", "H", "H", "H", "H", "H"],
  "xyz": [[-1.8540, 1.8173, -0.6823], [-0.6190, 1.2403, -0.9348], [0.2063, 1.1711, -2.1445], [0.0463, 0.1600, 0.2428], [1.0442, 0.3831, 1.1396], [1.3235, -0.6418, 1.9709], [0.7890, -1.9534, 1.8422], [-0.0996, -2.1581, 0.8098], [-0.5371, -1.0789, 0.0195], [-2.3710, 2.2952, -1.6799], [-2.6127, 1.8036, 0.3161], [1.2792, 1.3355, -1.9620], [0.3129, 0.1565, -2.4965], [-0.2368, 1.9488, -2.8023], [1.7384, 1.2855, 1.2002], [2.0864, -0.6144, 2.7378], [1.2033, -2.8301, 2.5081], [-0.4539, -3.1639, 0.7229], [-1.2455, -1.1565, -0.8076]],
  "mulliken_charge": [0.22, -0.18, -0.81, 0.46, -0.49, -0.17, -0.41, -0.51, -0.43, -0.12, -0.07, 0.25, 0.31, 0.32, 0.30, 0.33, 0.26, 0.36, 0.39]
}



Entry 3:
{
  "formula": "C3H11N3O",
  "method": "wB97M-V/def2-TZVPD",
  "e_above_lowest_kcal_mol": 182.87,
  "homo_ev": -8.2,
  "gap_ev": 3.83,
  "lumo_ha": -0.1593,
  "charge": 0,
  "elements": ["C", "C", "N", "C", "N", "N", "H", "H", "H", "H", "H", "H", "H", "H", "H", "H", "H", "O"],
  "xyz": [[-0.5628, -0.5531, -1.2469], [0.5430, -0.5967, -0.1711], [0.9968, 0.6975, -0.0358], [2.2140, 0.9632, -0.6317], [-1.5511, 1.0305, 2.0086], [3.1497, 0.1293, -0.7327], [-1.0065, -1.5442, -1.3128], [-1.3632, 0.0981, -0.9384], [-0.1345, -0.2809, -2.2142], [0.0830, -0.8464, 0.8081], [1.3314, -1.3013, -0.4447], [-0.6889, 1.4475, 1.6863], [-1.4213, 0.5188, 2.8661], [-2.0090, 0.4638, 1.2776], [2.2619, 2.0021, -0.9702], [-3.2717, -1.6981, 0.5848], [3.9489, 0.5634, -1.1935], [-2.5195, -1.0935, 0.6607]],
  "mulliken_charge": [-1.06, -0.21, -0.25, 0.05, -0.70, -0.51, 0.32, 0.33, 0.37, 0.32, 0.40, 0.29, 0.22, 0.30, 0.39, 0.19, 0.27, -0.72]
}



Entry 4:
{
  "formula": "C3H5FO",
  "method": "wB97M-V/def2-TZVPD",
  "e_above_lowest_kcal_mol": 126.22,
  "homo_ev": [-10.6, -9.5],
  "gap_ev": [9.36, 8.00],
  "lumo_ha": [-0.0454, -0.0543],
  "charge": 0,
  "elements": ["C", "C", "C", "O", "F", "H", "H", "H", "H", "H"],
  "xyz": [[0.4071, 0.0813, -0.7574], [0.7934, -1.3836, -1.1640], [-0.1888, 0.4511, 0.5240], [1.8116, -1.4952, -1.8532], [1.5324, -2.0425, -3.5045], [1.0541, 0.8597, -1.2172], [0.3651, -2.3245, -0.6615], [-1.1636, 0.3793, 0.2266], [0.1223, -0.3537, 1.3176], [0.0847, 1.5104, 0.8867]],
  "mulliken_charge": [-0.19, 0.12, -0.81, -0.32, -0.29, 0.32, 0.32, 0.29, 0.26, 0.29]
}



Entry 5:
{
  "formula": "C4H6N2O",
  "method": "wB97M-V/def2-TZVPD",
  "e_above_lowest_kcal_mol": 119.75,
  "homo_ev": -8.4,
  "gap_ev": 8.71,
  "lumo_ha": 0.0100,
  "smiles": "C[C@@]1(N=O)C=C1N",
  "charge": 0,
  "elements": ["C", "C", "N", "O", "C", "C", "N", "H", "H", "H", "H", "H", "H"],
  "xyz": [[0.3194, -0.3274, 1.8319], [0.4074, -0.1692, 0.3192], [1.7794, 0.3158, -0.0152], [1.8004, 0.8559, -1.0918], [-0.2700, -1.1115, -0.6075], [-0.5696, 0.1425, -0.7970], [-1.3135, 1.0511, -1.4898], [0.6982, 0.5618, 2.3425], [-0.6974, -0.5565, 2.1594], [0.9567, -1.1731, 2.1391], [-0.5194, -2.1397, -0.7613], [-1.7645, 0.6435, -2.3033], [-0.8271, 1.9069, -1.7261]],
  "mulliken_charge": [-1.18, 0.69, -0.07, -0.32, -0.58, 0.10, -0.51, 0.34, 0.34, 0.27, 0.39, 0.26, 0.26]
}



Entry 6:
{
  "formula": "C2H3NO2",
  "method": "wB97M-V/def2-TZVPD",
  "e_above_lowest_kcal_mol": 33.72,
  "homo_ev": -9.6,
  "gap_ev": 10.17,
  "lumo_ha": 0.0196,
  "smiles": "NC(=O)C=O",
  "charge": 0,
  "elements": ["N", "C", "O", "C", "O", "H", "H", "H"],
  "xyz": [[0.8113, -0.4306, 0.8227], [0.0269, -0.5239, -0.3048], [-0.2682, -1.5652, -0.8361], [-0.7351, 0.7953, -0.6201], [-1.6008, 0.6630, 0.2150], [1.5462, -1.1200, 0.8550], [1.0561, 0.4871, 1.1593], [-0.8364, 1.6943, -1.2910]],
  "mulliken_charge": [-0.42, 0.64, -0.54, -0.14, -0.36, 0.26, 0.22, 0.34]
}



Entry 7:
{
  "formula": "C10H21AuCl2P",
  "method": "wB97M-V/def2-TZVPD",
  "e_above_lowest_kcal_mol": 0.00,
  "homo_ev": [0.7, -4.5],
  "spin_multiplicity": 3,
  "gap_ev": [2.40, 6.23],
  "lumo_ha": [0.1153, 0.0643],
  "charge": -1,
  "elements": ["Au", "Cl", "Cl", "C", "H", "H", "C", "C", "H", "C", "H", "C", "H", "H", "C", "H", "H", "C", "H", "H", "H", "H", "C", "P", "C", "C", "H", "H", "H", "H", "H", "H", "H", "H", "H"],
  "xyz": [[1.2598, 0.5001, 0.3897], [-1.1020, -1.8998, -1.3096], [1.7053, 1.9208, 2.1903], [1.7796, -0.5682, -1.0853], [2.7433, -0.2840, -1.5213], [1.6402, -1.6409, -0.9834], [-0.8309, -0.1445, -1.5110], [0.5496, 0.1133, -1.9323], [-1.0502, 0.3055, -0.5306], [0.7923, -0.5383, -3.3193], [0.7201, 1.1944, -2.0518], [-0.2272, -0.1702, -4.3922], [1.7963, -0.2669, -3.6723], [0.7888, -1.6277, -3.1783], [-1.6836, -0.1420, -3.9163], [0.0160, 0.8184, -4.7931], [-0.1473, -0.8842, -5.2209], [-1.8632, 0.4169, -2.5075], [-2.2764, 0.4678, -4.6042], [-2.1005, -1.1548, -3.9439], [-1.7366, 1.5054, -2.5338], [-2.8734, 0.2043, -2.1333], [0.5934, -0.7382, 3.8082], [-0.2720, -0.1312, 2.3204], [-1.4806, -1.4710, 2.0269], [-1.3557, 1.2293, 2.8811], [1.0716, -1.6985, 3.5715], [-0.1255, -0.8908, 4.6268], [1.3588, -0.0136, 4.1085], [-2.0553, -1.6527, 2.9467], [-2.1603, -1.1941, 1.2127], [-0.9443, -2.3834, 1.7399], [-1.9322, 0.9156, 3.7628], [-0.7421, 2.1048, 3.1229], [-2.0467, 1.4870, 2.0676]],
  "mulliken_charge": [0.01, -0.24, -0.45, -1.27, 0.58, 0.44, 2.30, -1.48, -1.16, -0.82, 0.65, -0.68, 0.35, 0.36, -0.51, 0.35, 0.33, -1.85, 0.44, 0.32, 0.68, 0.16, -1.23, 2.08, -1.62, -2.29, 0.32, 0.36, 0.32, 0.52, 0.35, 0.27, 0.43, 0.13, 0.88]
}



Q: Number 2 is which compound?
A: C7H10BN